Entry 1:
Molecular formula: C5H6N2S
Method: DFT, the ωB97M-V functional and the def2-TZVPD basis

```
14
Properties=species:S:1:pos:R:3:forces:R:3:nbo_charge:R:1
C -1.929296 0.922817 -0.082084 0.609 -2.382 -0.014 -0.228
C -0.565929 1.209684 -0.160970 0.512 2.051 -0.364 -0.441
C 0.604464 0.357663 0.009235 -5.873 2.588 -1.717 0.238
C 2.081127 -1.192463 -0.202398 -2.072 1.621 1.705 0.034
C 0.724490 -1.003247 -0.151011 0.431 -0.832 -0.500 -0.307
H -2.597781 1.767443 -0.226938 -0.033 -0.089 -0.017 0.197
H -0.344301 2.311084 -0.535384 -0.108 -2.219 1.179 0.196
H 1.772675 1.813099 0.689299 0.638 -1.481 -1.087 0.433
H 3.627935 0.365242 -0.088886 -1.200 -1.640 0.312 0.414
H 2.544131 -2.068669 -0.041913 1.996 -2.958 -0.417 0.221
H -0.201462 -1.567363 -0.235837 0.603 -0.499 -0.086 0.302
N 1.760629 0.946354 0.083631 1.389 2.379 1.843 -0.361
N 2.700484 -0.045840 0.209701 2.694 1.775 -0.815 -0.370
S -2.594882 -0.668197 0.119357 0.413 1.687 -0.023 -0.329
```
Forces are in eV/Å.

## Properties
Orbital gap (eV): 6.542
E_LUMO (eV): -0.34
DFT total energy (eV): -19094.3389
HOMO level (eV): -6.881
SMILES string: S=C/C=C1\C=CNN1
Max |F| (hartree/bohr): 0.129

Entry 2:
Molecular formula: C5H6N2S
Method: DFT, the ωB97M-V functional and the def2-TZVPD basis

```
14
Properties=species:S:1:pos:R:3:forces:R:3:nbo_charge:R:1
C 0.476091 1.316533 0.155218 -2.335 2.230 0.161 0.295
C -0.593421 1.892593 0.923918 5.945 3.153 -1.633 -0.311
C -1.464735 0.945990 1.360220 -2.277 -1.631 1.077 -0.273
C -0.925539 -0.169947 0.900784 -1.436 -4.583 -0.247 -0.037
C 0.446329 -0.854203 -0.851680 4.148 -2.148 -2.061 -0.059
H 1.336858 2.694595 -1.088476 -0.164 2.088 -0.939 0.396
H 2.441178 1.661546 -0.262993 -0.072 0.594 -0.350 0.390
H -0.187468 2.787448 1.373915 -1.306 0.833 0.028 0.223
H -2.467175 0.918216 1.827783 1.151 0.595 0.115 0.246
H -1.123170 -1.234992 0.953929 -1.077 0.397 0.509 0.231
H 1.372304 -0.409933 -1.389627 -1.782 -1.057 -0.078 0.223
N 1.517444 1.883094 -0.609639 -0.209 -3.267 2.078 -0.853
N 0.119896 -0.011598 0.057278 -0.641 3.841 2.643 -0.413
S -0.029142 -2.393946 -0.779923 0.056 -1.046 -1.302 -0.057
```
Forces are in eV/Å.

## Properties
Orbital gap (eV): 7.825
E_LUMO (eV): -0.30
DFT total energy (eV): -19095.0575
HOMO level (eV): -8.127
SMILES string: Nc1cccn1C=S
Max |F| (hartree/bohr): 0.135

Entry 3:
Molecular formula: C5H6N2S
Method: DFT, the ωB97M-V functional and the def2-TZVPD basis

```
14
Properties=species:S:1:pos:R:3:forces:R:3:nbo_charge:R:1
C -1.124553 0.636748 0.133201 -1.525 -2.017 -1.167 -0.314
C 0.176846 1.123781 -0.318155 0.595 -2.127 -0.379 -0.281
C 0.969284 0.473117 -1.260480 -0.053 -3.675 -2.626 0.060
C 0.531274 -1.032966 1.039559 2.109 -2.031 -3.169 0.047
C -0.019958 0.316138 0.967039 1.697 -2.454 2.349 -0.281
H -1.517778 -2.068846 -0.562264 -0.729 3.434 0.287 0.211
H -1.726163 1.452146 0.361531 -1.357 0.991 0.847 0.252
H 0.383419 2.005002 0.091698 0.830 4.308 0.208 0.227
H 1.426707 0.996454 -2.153270 -0.482 -0.679 1.215 0.218
H 1.087266 -1.564702 1.914080 -1.841 1.215 -1.168 0.235
H 0.246858 0.869071 1.797845 -0.210 1.233 1.833 0.228
N 0.952299 -0.867885 -1.335166 0.701 1.352 1.008 -0.276
N 0.797525 -1.686884 -0.118794 -0.183 2.639 1.380 -0.277
S -2.183023 -0.651173 -0.556829 0.448 -2.190 -0.617 -0.051
```
Forces are in eV/Å.

## Properties
Orbital gap (eV): 9.294
E_LUMO (eV): 0.27
DFT total energy (eV): -19092.5434
HOMO level (eV): -9.019
SMILES string: S[C@H]1[C@H]2C=NN=C[C@@H]12
Max |F| (hartree/bohr): 0.088

Entry 4:
Molecular formula: C5H6N2S
Method: DFT, the ωB97M-V functional and the def2-TZVPD basis

```
14
Properties=species:S:1:pos:R:3:forces:R:3:lowdin_spin:R:1
C 1.953805 -0.002425 -0.760274 -0.615 0.755 1.862 0.015
C 0.605023 -0.563158 -0.403965 1.659 1.262 1.356 0.034
C 0.890280 1.548703 0.315703 -1.512 1.483 1.985 0.047
C -1.350957 0.575773 0.712120 0.719 -2.744 -0.140 1.280
C -2.140923 -0.661788 0.358400 -3.035 3.420 3.137 0.186
N 2.030732 1.310672 -0.196006 -0.290 0.353 -0.263 0.083
N -0.053040 0.513392 0.357196 2.661 0.959 -1.806 0.225
S 2.012664 -1.377922 0.463705 0.074 0.046 -0.139 0.063
H 2.545040 -0.005024 -1.631311 0.217 -1.016 -1.159 0.001
H 0.135003 -1.262993 -1.001195 -1.532 -0.746 -1.034 0.001
H 0.548292 2.521670 0.829058 0.902 -1.575 -0.897 0.004
H -2.925073 -0.656537 1.235729 0.770 -0.514 -2.171 0.019
H -1.720783 -1.620523 0.293216 1.250 -0.984 0.194 0.016
H -2.530059 -0.319845 -0.572375 -1.267 -0.699 -0.925 0.027
```
Forces are in eV/Å.

## Properties
Orbital gap (spin up / spin down) (eV): 7.488 / 7.524
E_LUMO (spin up / spin down) (eV): 0.82 / -1.51
Multiplicity: 3
DFT total energy (eV): -19091.7986
HOMO level (spin up / spin down) (eV): -6.666 / -9.038
Max |F| (hartree/bohr): 0.108

Entry 5:
Molecular formula: C5H6N3O
Method: DFT, the ωB97M-V functional and the def2-TZVPD basis

```
15
Properties=species:S:1:pos:R:3:forces:R:3:nbo_charge:R:1
C 1.806739 -1.393835 -0.161479 -1.431 3.593 0.248 0.016
C 0.497798 -0.705151 -0.118719 1.493 -0.290 -0.355 -0.206
C 0.894718 0.555636 0.069820 0.220 1.438 -0.512 0.422
C -1.220442 1.469570 -0.010541 -3.030 -0.891 0.314 0.405
C -0.913263 -0.965688 -0.169519 -0.598 -1.909 3.261 -0.065
N 2.770114 -0.521521 -0.032512 0.029 -1.172 -0.598 -0.029
N 0.028725 1.699192 0.173710 2.676 -3.055 -0.472 -0.485
N -1.736684 0.223584 -0.253883 3.721 1.317 0.858 -0.528
O 2.216698 0.711823 0.045438 -0.798 1.021 0.933 -0.246
H 2.074241 -2.341575 -0.407079 0.409 -2.788 -0.246 0.242
H -1.778420 2.389886 0.172897 -0.931 -0.707 -0.651 0.260
H -1.371927 -1.765379 -0.721769 0.324 -0.208 -0.242 0.252
H -1.054361 -1.859761 1.518910 -0.187 1.644 -2.827 0.038
H 0.449057 2.598873 0.147594 0.057 1.002 0.255 0.466
H -2.663000 -0.095661 -0.252862 -1.955 1.004 0.034 0.457
```
Forces are in eV/Å.

## Properties
Orbital gap (spin up / spin down) (eV): 7.895 / 7.891
E_LUMO (spin up / spin down) (eV): -4.97 / -4.97
DFT total energy (eV): -11787.9893
HOMO level (spin up / spin down) (eV): -12.868 / -12.863
Max |F| (hartree/bohr): 0.080
Total charge: +1

Entry 6:
Molecular formula: C5H6N3O5
Method: DFT, the ωB97M-V functional and the def2-TZVPD basis

```
19
Properties=species:S:1:pos:R:3:forces:R:3:nbo_charge:R:1
C 2.534668 0.197444 -0.104962 0.431 -3.078 1.114 0.795
C 2.275858 -2.253734 0.263135 -0.026 6.938 -0.373 0.951
C 0.279007 1.244027 0.380832 1.124 0.114 0.325 0.721
C -2.929260 -0.845656 -0.308927 0.519 0.771 0.561 -0.653
C -1.949352 0.083584 0.429823 -1.299 -0.865 0.395 -0.301
N 2.159788 -1.042145 0.337022 -1.124 0.301 0.485 -0.684
N 1.525357 1.165394 -0.073461 3.424 0.900 -1.779 -0.214
N -0.644145 0.194253 -0.221145 -1.415 -1.207 -1.723 0.306
O 3.669951 0.475665 -0.330442 0.407 0.734 -0.631 -0.501
O 2.088059 -3.328279 0.138636 -0.238 -6.782 -0.254 -0.368
O -0.196931 2.061708 1.068509 -1.052 0.662 0.330 -0.381
O -0.451090 -0.349518 -1.259216 0.898 0.762 1.165 -0.048
O 2.188809 2.376345 -0.337189 -1.638 1.037 0.439 -0.482
H -2.664750 -0.575987 -1.333789 -0.486 -1.606 -0.387 0.241
H -3.040189 -1.849438 0.136294 1.116 -0.007 -1.090 0.266
H -3.952063 -0.536186 -0.200963 -0.364 0.992 0.306 0.263
H -1.669418 -0.254796 1.431587 -0.348 0.541 0.315 0.272
H -2.371677 1.093542 0.382193 0.417 0.125 0.656 0.298
H 3.147373 2.143776 -0.397943 -0.344 -0.333 0.146 0.518
```
Forces are in eV/Å.

## Properties
Orbital gap (spin up / spin down) (eV): 6.882 / 6.883
E_LUMO (spin up / spin down) (eV): -7.87 / -7.87
DFT total energy (eV): -19976.8091
HOMO level (spin up / spin down) (eV): -14.756 / -14.756
SMILES string: CC[N+](=O)C(=O)N(O)C(=O)N=C=O
Max |F| (hartree/bohr): 0.135
Total charge: +1